{"formula": "C41H32NO2S", "method": "wB97M-V/def2-TZVPD", "lumo_energy_ha": -0.2052, "homo_ev": -9.800, "total_charge": 1, "relative_energy_ev": 0.011, "e_tot_ha": -2184.6387, "fmax_ev_per_a": 3.4, "elements": ["S", "O", "O", "N", "C", "C", "C", "C", "C", "C", "C", "C", "C", "C", "C", "C", "C", "C", "C", "C", "C", "C", "C", "C", "C", "C", "C", "C", "C", "C", "C", "C", "C", "C", "C", "C", "C", "C", "C", "C", "C", "C", "C", "C", "C", "H", "H", "H", "H", "H", "H", "H", "H", "H", "H", "H", "H", "H", "H", "H", "H", "H", "H", "H", "H", "H", "H", "H", "H", "H", "H", "H", "H", "H", "H", "H", "H"], "positions_angstrom": [[1.917, 0.332, -2.128], [1.702, 0.516, -3.538], [1.514, 1.320, -1.170], [0.889, -1.229, -1.593], [3.986, -0.625, -0.551], [-0.123, -5.482, -0.515], [-1.249, -0.373, -0.507], [-4.696, -0.871, -2.006], [0.934, 0.709, 2.200], [-4.078, 1.255, 4.587], [6.097, -1.400, -1.451], [-1.238, 4.157, 0.137], [-5.444, 0.050, -1.260], [7.472, -1.973, -1.266], [-3.167, 2.438, 2.726], [-1.675, 3.271, 1.121], [-4.246, 2.192, 3.559], [-1.197, -5.369, -2.682], [-2.862, 0.567, 4.745], [4.386, -0.549, -2.938], [-3.851, 4.431, 1.249], [-4.808, 0.782, -0.249], [3.161, 1.666, 2.233], [5.257, -1.161, -0.363], [-1.794, 0.761, 3.862], [-2.665, -0.306, -0.767], [-0.253, -0.905, -1.087], [-2.993, 3.429, 1.675], [-1.028, 2.166, 1.811], [1.225, -2.456, -2.377], [3.550, -0.323, -1.843], [2.308, 0.566, 2.398], [5.648, -1.098, -2.737], [-1.024, -6.011, -1.448], [-1.944, 1.681, 2.828], [0.406, -3.673, -2.033], [-3.454, 0.584, -0.023], [2.636, 2.922, 1.904], [-2.069, 5.229, -0.214], [-3.362, 5.358, 0.320], [0.392, 1.967, 1.875], [1.262, 3.071, 1.728], [-3.331, -1.048, -1.779], [-0.470, -4.213, -2.979], [0.592, -4.316, -0.808], [-4.859, 4.468, 1.656], [3.292, 3.781, 1.758], [0.853, 4.051, 1.483], [-2.738, -1.739, -2.380], [7.685, -2.141, -0.206], [-1.701, 5.977, -0.914], [4.040, -0.320, -3.939], [2.293, -2.668, -2.216], [3.337, -0.449, 0.298], [-5.189, -1.455, -2.785], [1.305, -3.898, -0.093], [6.292, -1.296, -3.591], [-1.574, -6.924, -1.224], [5.604, -1.394, 0.644], [-0.849, 0.239, 3.974], [-4.899, 1.057, 5.275], [2.714, -0.413, 2.659], [-2.742, -0.134, 5.568], [-6.505, 0.204, -1.463], [4.244, 1.538, 2.322], [-5.368, 1.501, 0.347], [1.129, -2.209, -3.443], [-0.265, 4.005, -0.326], [-2.929, 1.144, 0.733], [-1.872, -5.788, -3.428], [-0.571, -3.715, -3.947], [0.050, -5.993, 0.432], [8.237, -1.297, -1.672], [-3.994, 6.192, 0.010], [0.274, -0.161, 2.230], [7.575, -2.929, -1.798], [-5.180, 2.727, 3.389]], "atomic_forces_ev_per_a": [[-1.2, -1.9, 0.2], [0.3, 0.0, 0.6], [0.4, -0.3, -0.2], [2.3, 1.4, -0.8], [-0.1, 0.0, -0.1], [0.1, 0.2, -0.2], [2.0, -2.3, -1.5], [0.1, 0.0, 0.1], [0.5, -0.2, 0.1], [0.5, -0.5, 0.1], [0.1, 0.0, -0.1], [0.0, -0.2, 0.1], [0.3, 0.1, 0.2], [0.2, -0.1, 0.1], [0.3, -1.2, 0.7], [-1.2, 0.2, 0.2], [0.6, 0.3, -0.6], [0.2, -0.1, 0.2], [-0.3, 0.1, 0.0], [-0.1, -0.1, -0.1], [0.5, -0.8, 0.4], [-0.1, -0.4, -0.5], [-0.1, 0.1, -0.1], [-0.2, 0.1, 0.0], [0.0, 0.2, -0.2], [-1.4, 0.7, -0.3], [-2.6, 1.4, 1.4], [0.4, 0.8, -1.0], [0.6, 1.4, 1.1], [0.3, 0.3, -0.1], [0.2, 0.2, 0.0], [-0.4, 0.1, -0.1], [-0.3, 0.2, 0.1], [0.2, 0.4, -0.2], [-1.4, 0.3, 0.0], [0.0, -0.1, 0.0], [0.3, -0.1, -0.1], [-0.2, -0.2, -0.1], [-0.3, 0.1, 0.1], [0.6, 0.0, -0.4], [0.3, -0.3, -0.3], [0.2, 0.0, -0.2], [0.4, 0.3, 0.3], [-0.1, 0.0, 0.3], [-0.3, -0.2, 0.0], [0.2, 0.3, -0.1], [-0.2, -0.3, 0.1], [0.2, -0.3, 0.2], [-0.3, 0.1, 0.1], [0.0, 0.0, -0.2], [-0.2, -0.2, 0.1], [0.0, 0.0, 0.1], [-0.3, 0.1, 0.1], [0.0, 0.0, -0.1], [0.2, 0.2, 0.2], [-0.2, -0.2, -0.1], [-0.1, 0.1, 0.1], [0.1, 0.2, 0.0], [-0.1, 0.1, -0.2], [-0.3, 0.0, 0.2], [0.2, 0.0, -0.2], [-0.1, 0.3, -0.1], [-0.1, 0.2, -0.2], [0.3, -0.1, 0.0], [-0.4, 0.1, 0.1], [0.1, -0.1, -0.1], [-0.2, -0.1, 0.2], [-0.3, 0.2, -0.1], [-0.3, -0.2, -0.1], [0.1, 0.1, 0.2], [-0.1, -0.2, 0.3], [-0.1, 0.1, -0.2], [-0.2, -0.1, 0.1], [0.2, -0.2, 0.0], [0.3, 0.3, 0.0], [-0.1, 0.2, 0.1], [0.2, -0.1, 0.3]]}